This record from the Open Molecules 2025 dataset describes 9 unconnected molecules or ions with the total composition C48H114N6O3 at a distorted geometry. The level of theory is ωB97M-V/def2-TZVPD.

XYZ file:
```
171
Properties=species:S:1:pos:R:3:forces:R:3
C -2.211646 -6.600310 -3.805259 -1.16 0.66 0.22
H -1.169199 -0.575869 -3.583205 0.10 0.06 -0.10
H -3.447542 -5.030385 3.289766 -0.16 -0.16 0.04
H -3.955080 -8.311206 0.773081 0.28 0.39 -0.08
H -2.464030 1.818388 -4.393434 0.17 0.20 -0.46
H 4.527430 5.012845 -2.764153 0.07 0.16 -0.97
C 2.344509 -2.175737 4.355860 -0.29 1.16 0.45
N -2.502227 -6.769194 -1.290100 -0.72 0.05 0.45
H 6.691208 1.605664 0.650471 0.29 -0.04 -0.28
H -2.296400 2.981536 -1.242352 0.01 0.04 -0.30
H -5.017573 -5.225899 2.490612 0.05 -0.11 -0.24
H 4.249698 1.716922 2.271310 -0.05 -0.11 0.07
C 4.352067 -2.467727 5.533966 -0.80 0.49 0.52
H -3.679578 -0.109193 -5.534684 0.10 0.68 0.29
H -3.411078 -9.184939 -0.629623 -0.16 -0.02 -0.25
H -2.256419 -5.523658 -3.610877 0.82 -0.02 -0.20
H 4.288325 -2.670968 6.611250 -0.18 -0.49 -0.10
N -2.999239 -1.504530 -3.101434 -0.16 -0.86 -0.36
H 4.279560 1.232687 0.600683 -0.13 0.33 -0.28
H -4.145606 3.115508 -3.304538 0.08 -0.28 0.18
C 3.616561 1.581890 1.388966 -0.38 -0.59 0.86
H -3.699887 0.478027 -2.848245 -0.13 0.19 0.03
H -0.110197 -1.904845 0.420720 -0.50 0.16 -0.13
H -2.216506 -8.394357 -2.661664 -0.27 -0.03 0.59
O 3.308322 -3.114350 4.804479 -0.10 -0.61 0.18
C -3.821609 6.500188 -3.787122 -0.94 0.23 0.25
H -4.829939 5.389494 -2.162434 -0.18 -0.18 -0.35
H -3.506554 6.402880 -1.712404 0.01 -0.08 0.09
C -2.751004 -2.556295 4.482353 0.88 -0.38 0.20
C -3.639298 -0.902015 2.867632 -0.24 -0.40 0.79
C -1.942179 -7.350999 -2.502638 0.89 0.51 -0.12
C 7.697839 2.129481 2.514285 0.32 0.39 -0.48
C -0.997672 -2.674310 -4.082332 0.26 0.22 0.40
H -4.173330 7.515694 -3.588012 0.00 -0.01 0.05
H -4.184523 -3.156646 -0.935111 -0.05 0.06 -0.47
H -3.518757 -2.445457 5.263213 0.24 -0.16 0.36
H -1.976227 -0.695080 5.008069 0.63 0.19 0.31
C -1.035835 1.772760 5.939912 0.15 -0.19 -0.88
H 2.998623 -0.451516 1.596769 -0.16 -0.21 0.53
H -3.757953 -0.871122 1.783450 -0.66 0.23 0.11
C -1.532029 -1.665265 4.772906 -1.25 0.94 -0.54
C 1.039687 0.097025 -1.826226 -1.17 0.01 1.48
C 5.789570 3.875802 -4.982383 -0.18 0.09 0.51
H -2.337611 5.850519 -0.286054 -0.28 0.04 0.38
H -5.144820 -2.811373 2.150515 0.13 0.49 0.09
H 0.566185 -1.603819 2.019125 -0.19 -0.31 -0.09
H 4.871125 3.392055 -6.888254 -0.05 -0.69 0.36
H -0.092932 -5.569758 -1.786278 0.07 0.17 0.01
H -3.836035 3.689136 -0.849835 -0.15 0.12 0.03
H 7.485599 5.352185 1.834791 -0.22 0.08 -0.06
H 6.206830 4.437663 2.702014 -0.26 0.14 -0.35
C -3.830265 5.709003 -2.488823 1.10 0.31 0.55
C 7.421517 2.323180 1.029518 0.01 -0.42 0.27
H -2.107771 -1.170510 -4.960443 -0.22 0.33 0.16
O 6.872449 3.624118 0.872550 0.02 0.42 0.71
H -0.338058 1.189413 6.540387 -0.35 -0.53 -0.22
H 0.240318 3.339735 6.345049 -0.03 0.34 -0.17
H 3.150939 2.543463 1.185012 0.13 0.02 -0.34
C -4.508910 -3.174405 2.960868 -0.16 -0.85 -0.14
C -4.085248 -8.389434 -0.309651 -0.38 -0.30 0.25
H -2.535653 -4.655410 -1.684231 -0.01 -0.22 -0.44
H -4.467050 -6.358319 -0.506422 0.66 0.51 -0.07
C 2.497931 0.524525 1.653219 1.38 0.73 -0.98
H 2.058478 0.697372 2.632646 -0.24 -0.12 -0.06
N -3.372007 -2.314745 3.197107 1.14 0.55 -0.95
O -0.639684 1.729128 4.569461 0.56 -0.62 -0.79
H 8.397868 2.265180 0.532725 -0.29 -0.14 -0.44
C -3.887998 -7.085546 -1.088230 -1.31 -0.79 0.78
H -0.169625 0.865880 1.838230 0.44 -0.18 0.34
H -1.516986 -6.879431 -4.593320 0.10 0.21 0.00
H -0.935247 -1.501212 3.875026 0.03 -0.25 0.07
C -1.815812 -1.394708 -3.935392 0.08 0.04 -0.41
H -5.133304 -3.232752 3.865448 -0.18 0.01 -0.01
C -2.643620 -1.771315 -1.714332 -0.32 -0.18 -0.07
H -4.720874 -0.614442 4.766094 0.14 0.05 0.02
H -4.844063 -1.263832 -5.104459 -0.16 0.01 0.12
H 0.709274 1.138828 -1.870105 0.78 0.23 -0.54
C 4.055200 -0.983671 5.364821 1.25 0.56 0.13
H -2.331432 -3.565252 4.519778 -0.65 -0.26 -0.12
H 2.107809 2.460741 -5.230548 0.52 0.29 -0.22
H 8.078361 3.671285 3.953697 0.08 0.47 -0.05
C -2.132124 -5.401078 -0.980507 0.61 0.77 -0.52
H -0.181176 -5.633264 -0.001589 -0.25 -0.79 -0.26
C -2.820781 3.936200 -1.194425 0.63 0.55 0.34
C -4.437687 -0.300694 -4.778538 -0.11 -0.86 0.32
H -1.959175 -2.619716 -1.724591 0.12 0.10 0.07
H -0.958720 4.836902 4.741513 0.16 -0.10 0.02
H 5.643129 2.248602 -2.221038 -0.49 -0.27 0.31
H -1.639580 -3.514617 -4.345175 0.02 -0.03 0.13
H -3.233528 -6.728965 -4.181829 0.08 -0.61 0.02
H 6.784425 1.856698 3.045793 0.05 0.03 0.11
H -0.606923 3.179403 3.120965 0.11 -0.23 -0.03
H -5.260319 0.412521 -4.790577 0.17 0.21 -0.31
C -4.125183 -4.606156 2.545280 0.61 0.58 0.72
H 6.275905 3.803145 -1.893855 -0.01 -0.06 0.39
H -4.642613 -1.437440 -0.947467 -0.07 -0.06 0.29
H -2.812719 -0.206121 3.038198 0.43 -0.62 0.24
H 2.541968 -1.936908 3.309353 -0.29 -0.10 -0.12
H -2.235438 2.611232 3.443439 0.01 -0.60 0.15
C -1.439694 3.894748 5.006918 0.09 0.48 0.31
C 2.534196 -0.920312 5.229488 1.23 -0.89 -0.15
H -3.431712 4.142190 -4.496302 -0.06 0.41 0.27
H -3.496998 -2.119792 0.243140 0.05 0.23 -0.07
H -2.082376 -0.917030 -1.301490 -0.08 0.13 0.21
H -4.957934 0.678879 3.541971 0.15 0.06 0.32
H -1.266782 3.546678 7.214450 -0.20 0.07 -0.14
H -1.289286 3.204541 -4.462430 -0.03 -0.07 -0.12
H -0.571527 0.449927 0.237859 0.48 0.63 -0.20
H 8.468330 1.379109 2.686001 -0.06 -0.04 0.07
C -0.627737 -5.212782 -0.909500 0.58 0.52 0.89
C 4.425602 3.943964 -2.949134 -0.65 -2.04 1.22
H 2.095163 -1.146307 6.203412 -0.15 0.32 0.03
H 6.687399 3.475280 -4.490586 0.13 0.19 0.17
H 5.323225 -2.824851 5.196553 0.00 0.18 -0.25
H 2.168101 -1.167381 -0.447785 -0.54 -0.17 0.29
H -3.547382 -4.583428 1.621417 -0.34 -0.07 -0.15
H -0.265291 -2.543154 -4.881069 -0.05 0.04 -0.05
C 0.174810 0.230212 1.020243 -0.94 0.12 -1.42
H -5.132772 -8.686796 -0.433796 0.16 -0.32 -0.11
H -4.553867 6.082522 -4.479112 0.41 -0.02 -0.38
C -0.157520 -1.236690 1.275650 1.29 0.75 1.87
H -2.483331 4.155707 5.191823 -0.07 -0.23 -0.09
C -4.816094 -0.393477 3.706090 -0.62 0.60 -1.34
H -0.365804 -4.168680 -0.698169 -0.28 0.20 -0.70
H -2.519154 -4.994212 -0.043096 -0.30 -0.92 0.20
H 6.488922 2.596698 -6.590577 -0.28 -0.14 -0.22
H -2.453948 4.444589 0.841031 0.12 0.36 0.18
H 5.806573 4.965299 -4.911380 0.14 -0.01 0.17
H -0.888148 -2.005401 5.578368 -0.21 -0.15 0.15
C -1.263962 2.812553 3.909866 0.14 1.18 0.42
H 4.561981 1.587022 -5.461455 0.05 0.81 -0.36
H 1.557728 -0.303788 -2.689243 -0.30 0.22 -0.30
H -2.050726 1.365847 5.860040 -0.16 0.24 1.25
H -2.819425 6.595314 -4.197451 -0.02 -0.29 -0.15
C 1.916885 -0.102970 -0.597931 1.41 0.43 -0.84
C 7.109773 4.362171 2.088944 0.20 -0.07 0.13
C 5.867872 3.476427 -6.440319 -0.57 0.56 -0.98
H 2.896263 0.290394 -0.900761 0.01 0.19 0.20
C 4.194248 2.040678 -4.543722 -0.45 0.43 1.34
H 9.129610 3.819973 2.512123 0.12 -0.35 0.10
H 4.468078 -0.404655 6.195628 -0.17 -0.03 0.05
C -3.821290 -2.136671 -0.800264 0.34 0.07 0.01
H 4.602124 -0.635474 4.481988 -0.46 0.19 -0.21
H -1.015354 4.769662 -0.143903 0.00 -0.44 -0.25
H 4.656707 1.385697 -3.791022 -0.22 -0.09 0.25
H -0.414822 -2.885042 -3.182969 -0.14 -0.28 0.01
C 8.133321 3.558634 2.871021 -0.27 -0.47 0.35
C -4.005051 -0.471812 -3.307810 0.16 -0.46 -0.68
C -0.842613 3.230330 6.260775 -0.38 0.18 0.09
C -2.063728 2.700755 -3.889781 -0.30 -0.65 0.73
H 0.054834 -0.355349 -1.663399 0.30 -0.69 -0.34
C -2.104668 4.800994 -0.129009 -0.39 -0.30 -0.32
H 2.247344 2.238466 -3.517679 0.37 0.24 0.08
N -2.862843 4.598175 -2.498438 -0.48 -0.11 -0.33
H -4.521090 -7.192618 -1.983595 0.58 0.17 -0.43
H -1.603285 2.274219 -2.993762 0.10 0.20 0.01
H -0.865611 -7.355380 -2.318338 0.05 -0.21 -0.31
C -3.210517 3.644545 -3.549704 0.26 -0.10 -0.38
N 1.512780 0.614898 0.588256 -1.18 -0.31 0.28
N 4.564417 3.440353 -4.297646 0.73 0.68 -1.96
H -4.926933 -0.845760 -2.863227 0.08 0.36 0.49
H 1.317751 -2.496491 4.533559 0.16 -0.69 -0.43
H -5.744244 -0.826697 3.326150 -0.03 -0.19 0.29
H -1.090807 -1.098272 1.820676 -0.42 -1.11 -0.50
H 6.227604 4.270458 -7.103443 0.69 0.07 0.50
H 2.341348 0.894752 -4.543722 0.29 -0.06 -0.14
C 5.333101 3.246009 -1.914282 0.88 1.08 -0.58
H 4.869632 3.316377 -0.932930 0.25 -0.38 0.10
H 3.412471 3.688007 -2.620563 -0.11 0.28 -0.24
C 2.685648 1.934823 -4.469870 -1.14 -1.15 0.19
H 2.181909 0.025321 4.829019 -0.24 -0.10 -0.08
```
Positions in Å, forces in eV/Å.

- Spin multiplicity: 1
- Frontier orbital gap: 8.3 eV
- Molar mass: 823.48 g mol⁻¹
- SMILES string: CCN(CC)CC.CCN(CC)CC.CCN(CC)CC.CCN(CC)CC.CCN(CC)CC.CCN(CC)CC.C1CCOC1.C1CCOC1.C1CCOC1
- ΔE to the lowest compared entry with this formula, charge and spin: 0.0 kcal/mol